Entry 1:
The following is a quantum chemistry calculation of a single C3H7NO molecule at a distorted geometry, from the Open Molecules 2025 dataset.

Each line ends with the Löwdin charge.
Cartesian coordinates (Å):
1 C 1.64 -0.68 0.01  -0.081
2 N 0.37 0.01 -0.08  -0.230
3 C 0.27 1.44 0.00  -0.080
4 C -0.82 -0.72 0.00  -0.325
5 O -1.90 -0.17 0.01  0.016
6 H 1.94 -1.21 -0.93  0.094
7 H 2.42 0.07 0.31  0.095
8 H 1.57 -1.40 0.84  0.082
9 H -0.50 1.81 -0.75  0.106
10 H -0.05 1.79 1.05  0.112
11 H 1.26 1.85 -0.19  0.072
12 H -0.68 -1.83 0.02  0.138

As for the charge: 0. The HOMO energy is -9.2 eV. Its SMILES is CN(C)C=O.

=====

Entry 2:
The following is a quantum chemistry calculation of 3 unconnected molecules or ions with the total composition C2H8N3 at a distorted geometry, from the Open Molecules 2025 dataset.

Each line ends with the Löwdin charge.
Cartesian coordinates (Å):
1 C -1.79 0.17 -0.80  -0.349
2 C 2.64 -2.66 0.01  0.188
3 N -0.72 -0.22 -0.61  0.111
4 N -2.89 0.82 -1.21  0.126
5 N 2.38 -1.44 -0.21  0.205
6 H -1.79 4.25 2.80  -0.006
7 H 3.54 -3.07 0.18  0.090
8 H -1.61 4.67 3.42  0.006
9 H 1.77 -3.26 -0.04  0.118
10 H -3.05 1.57 -0.58  0.107
11 H -3.03 0.91 -2.19  0.113
12 H 3.11 -0.76 -0.19  0.145
13 H 1.46 -0.98 -0.57  0.145

As for the charge: +1. The HOMO energy is -13.6 eV.

=====

Entry 3:
The following is a quantum chemistry calculation of a molecular structure, CHN2O5 at a distorted geometry, from the Open Molecules 2025 dataset.

Each line ends with the Löwdin charge.
Cartesian coordinates (Å):
1 C -3.12 0.83 1.48  -0.606
2 N -0.17 1.06 -0.66  -0.007
3 N -0.76 0.82 0.46  -0.483
4 O -3.20 1.38 2.52  0.089
5 O -1.70 1.64 0.70  -0.052
6 O -3.44 -0.08 0.78  0.073
7 O -0.39 -0.02 1.26  -0.015
8 O 0.87 0.21 -0.81  -0.143
9 H 0.83 -0.36 0.15  0.144

As for the charge: -1. The HOMO energy is -4.4 eV.

=====

Entry 4:
The following is a quantum chemistry calculation of 2 unconnected molecules or ions with the total composition C3H9S at a distorted geometry, from the Open Molecules 2025 dataset.

Each line ends with the Löwdin charge.
Cartesian coordinates (Å):
1 S 0.38 0.53 2.29  -0.298
2 H -0.93 0.69 2.33  -0.499
3 C 0.80 -0.96 -1.93  -0.161
4 C 0.04 0.20 -1.32  -0.347
5 C -1.45 -0.19 -1.10  -0.142
6 H 1.02 -1.79 -1.25  0.067
7 H 1.83 -0.67 -2.19  0.060
8 H 0.34 -1.39 -2.82  0.057
9 H -0.06 0.97 -2.09  0.090
10 H 0.53 0.53 -0.40  0.002
11 H -1.81 -0.52 -2.09  0.053
12 H -1.56 -1.00 -0.39  0.061
13 H -2.04 0.68 -0.83  0.058

As for the charge: -1. The HOMO energy is -2.5 eV.

=====

Entry 5:
The following is a quantum chemistry calculation of a gas-phase ion, CH3NO3P (charge -1) at a distorted geometry, from the Open Molecules 2025 dataset.

Each line ends with the Löwdin charge.
Cartesian coordinates (Å):
1 C -1.00 0.71 -0.46  -0.314
2 P 0.06 -0.84 -0.83  0.561
3 O 0.83 -0.49 -2.04  -0.565
4 O 1.26 -0.37 0.49  -0.362
5 N 1.61 -0.71 1.69  -0.212
6 O 0.83 -1.32 2.42  -0.120
7 H -1.60 0.60 0.43  0.000
8 H -1.65 0.85 -1.33  0.001
9 H -0.34 1.57 -0.38  0.009

As for the charge: -1. The HOMO energy is -3.3 eV. Its SMILES is CP([O-])ON=O.

=====

Entry 6:
The following is a quantum chemistry calculation of 2 unconnected molecules or ions with the total composition C8H16N3O2P at a distorted geometry, from the Open Molecules 2025 dataset.

Each line ends with the Löwdin charge.
Cartesian coordinates (Å):
1 C -0.96 -2.62 0.39  -0.405
2 C 0.27 -2.77 -0.54  -0.385
3 C -1.94 1.90 -1.03  -0.126
4 C 1.81 2.30 -0.34  -0.078
5 C -1.77 -1.04 2.05  -0.120
6 C 2.34 -1.45 -1.07  -0.049
7 C -1.07 0.64 -0.92  -0.117
8 C 0.87 2.02 0.83  -0.322
9 N -0.76 -1.58 1.25  -0.264
10 N 1.09 -1.66 -0.27  -0.236
11 N 0.22 0.73 0.69  -0.201
12 O -1.90 -3.38 0.45  0.108
13 O 0.44 -3.70 -1.30  0.106
14 P 0.70 -0.78 1.16  0.957
15 H -2.31 2.04 -0.07  0.033
16 H -1.40 2.67 -1.51  0.056
17 H -2.81 1.59 -1.56  0.055
18 H 1.21 2.35 -1.26  0.075
19 H 2.37 3.13 -0.28  0.031
20 H 2.46 1.40 -0.33  0.066
21 H -1.52 -1.16 3.10  0.094
22 H -2.12 -0.03 1.94  0.077
23 H -2.70 -1.53 1.85  0.089
24 H 1.92 -1.00 -2.07  0.130
25 H 2.90 -0.80 -0.46  0.031
26 H 2.73 -2.49 -1.23  0.103
27 H -1.62 -0.20 -0.48  0.045
28 H -0.28 0.47 -1.67  0.056
29 H 1.50 2.05 1.76  0.119
30 H 0.34 2.90 0.93  0.073

The spin multiplicity is 3. As for the charge: 0. The HOMO energy (alpha / beta) is -5.8 / -9.2 eV.

=====

Let's list relative energy (zero: lowest compared OMol25 entry of this formula, charge and spin) in order: 94.5; 353.6; 62.4; 16.4; 391.7; 126.6 kJ/mol.